Density functional theory data (wB97M-V/def2-TZVPD) for C17H11N5O6W as an isolated structure in a non-equilibrium geometry.

Structure (XYZ):
```
40
Properties=species:S:1:pos:R:3:forces:R:3
H -2.41172 -4.02445 -0.12055 0.1 0.2 -0.1
C -0.57276 1.31002 4.29982 0.0 -0.2 -0.1
N 1.17422 2.43301 0.03451 -0.3 0.7 0.1
N -0.04459 0.41822 1.73802 -0.7 0.6 0.5
C 2.56553 1.49971 -1.67402 0.0 -0.1 0.1
C -0.55089 -0.04602 4.00861 0.0 0.2 0.2
C -3.19482 -1.74738 -0.82740 0.3 -0.2 0.2
O -5.16902 -2.72000 -0.07094 0.0 -0.1 0.0
H -4.77696 -0.42371 -1.66989 0.0 0.1 -0.1
C -0.08500 1.75084 2.03524 0.0 -0.2 0.0
O 0.25383 1.83199 -2.05203 -0.5 -0.1 -0.5
C 3.71067 1.86097 -2.31871 0.0 0.1 0.0
H 2.99879 -1.70237 -1.04235 0.0 0.0 0.0
H 5.16415 -1.20725 -2.17715 0.0 0.0 0.0
C 4.43202 -0.42402 -2.04240 0.1 0.1 -0.1
N -2.75572 0.24192 -1.67178 -0.1 0.2 -0.1
O -1.11272 2.07399 -0.00948 -0.4 -0.1 0.2
O -0.57299 -3.35018 -0.00925 0.1 0.0 0.1
C -3.74330 -0.62034 -1.42868 -0.2 -0.2 0.2
N -1.57420 -0.25368 -1.30895 0.4 -0.3 0.8
C -0.33530 2.24011 3.28359 0.1 0.2 0.0
H -0.34199 3.30428 3.47464 -0.1 0.0 0.0
N 2.31542 0.23995 -1.22226 0.4 0.1 -0.3
H -0.78047 1.65158 5.30494 0.0 0.0 0.0
C -0.27766 -0.46377 2.71946 0.3 -0.2 -0.4
C -0.62729 -2.20280 -0.31438 -0.7 0.1 0.0
O -3.37245 -4.01910 0.00335 -0.2 -0.4 0.3
W 0.25331 0.54182 -0.44975 0.2 0.6 -1.3
H -2.82584 1.14402 -2.12144 0.1 0.1 0.0
C 3.23605 -0.71318 -1.41116 -0.2 -0.2 0.2
H 3.86487 2.86955 -2.67540 0.0 0.0 0.0
C -4.00243 -2.89123 -0.25367 0.0 0.4 -0.4
H -0.74670 -0.78343 4.77381 0.0 0.0 0.0
C -1.83322 -1.47094 -0.77567 -0.1 0.1 -0.5
H -0.20043 -1.51245 2.46070 -0.1 0.0 0.0
C 4.67430 0.86282 -2.50123 -0.1 -0.1 0.1
C 1.27457 2.19794 -1.32690 0.3 -0.9 0.5
H 5.60375 1.09837 -3.00199 0.0 0.0 0.0
O 0.42777 -1.35576 -0.31221 0.6 -0.3 0.1
C -0.04078 2.36096 0.65294 0.4 0.0 0.5
```
Positions in Å, forces in eV/Å.

## Properties
* net charge: +2
* E_HOMO (alpha / beta): -16.0 / -16.0 eV
* LUMO energy (alpha / beta): -9.331 / -9.328 eV
* gap between HOMO and LUMO (alpha / beta): 6.65 / 6.65 eV